The following is a DFT calculation (ωB97M-V with the def2-TZVPD basis set) of a single C23H29N3O2 molecule.

Properties
Frontier orbital gap: 8.76 eV
Relative energy (zero: lowest compared OMol25 entry of this formula, charge and spin): 17.2 kcal/mol
Maximum force: 0.66 eV/Å
SMILES string: CC(=O)NCCC(=O)NCC1(N(C)Cc2ccccc2)Cc2ccccc2C1
Total charge: 0
LUMO: 0.023 Eh

```
57
Properties=species:S:1:pos:R:3:nbo_charge:R:1
C -4.073 -2.534 -2.737 -0.713
C -2.741 -1.850 -2.928 0.700
O -2.559 -0.666 -2.712 -0.658
N -1.764 -2.663 -3.378 -0.607
C -0.411 -2.216 -3.642 -0.231
C 0.514 -2.331 -2.418 -0.519
C 1.008 -0.998 -1.859 0.695
O 2.175 -0.833 -1.551 -0.654
N 0.059 -0.061 -1.725 -0.657
C 0.319 1.202 -1.080 -0.231
C -0.197 1.213 0.378 0.172
N -0.036 2.536 0.970 -0.457
C -0.411 2.643 2.368 -0.418
C 1.185 3.295 0.713 -0.251
C 2.413 2.857 1.484 0.038
C 2.695 3.436 2.718 -0.234
C 3.784 3.026 3.467 -0.216
C 4.618 2.030 2.989 -0.219
C 4.361 1.462 1.753 -0.195
C 3.270 1.872 1.007 -0.244
C -1.709 0.839 0.313 -0.461
C -1.745 -0.628 0.596 0.071
C -2.802 -1.503 0.443 -0.240
C -2.606 -2.847 0.725 -0.233
C -1.370 -3.305 1.152 -0.223
C -0.311 -2.423 1.319 -0.210
C -0.508 -1.084 1.043 -0.021
C 0.474 0.038 1.147 -0.490
H -4.002 -3.250 -1.921 0.235
H -4.364 -3.060 -3.643 0.228
H -4.827 -1.792 -2.492 0.242
H -1.945 -3.652 -3.442 0.396
H -0.473 -1.177 -3.975 0.229
H -0.020 -2.816 -4.466 0.210
H 1.397 -2.925 -2.653 0.235
H -0.018 -2.832 -1.604 0.242
H -0.902 -0.264 -1.987 0.439
H 1.400 1.336 -1.113 0.229
H -0.170 2.002 -1.643 0.205
H 0.386 2.337 3.059 0.180
H -1.288 2.041 2.584 0.201
H -0.654 3.687 2.574 0.198
H 0.951 4.329 0.995 0.199
H 1.391 3.288 -0.355 0.209
H 2.060 4.228 3.092 0.205
H 3.982 3.487 4.424 0.210
H 5.468 1.707 3.571 0.211
H 5.013 0.694 1.363 0.214
H 3.101 1.417 0.043 0.223
H -2.136 1.070 -0.664 0.225
H -2.294 1.392 1.047 0.224
H -3.763 -1.145 0.104 0.212
H -3.424 -3.546 0.615 0.206
H -1.230 -4.356 1.360 0.210
H 0.652 -2.779 1.653 0.215
H 1.442 -0.227 0.724 0.247
H 0.635 0.300 2.194 0.227
```

=====

The following is a DFT calculation (ωB97M-V with the def2-TZVPD basis set) of 2 unconnected molecules or ions with the total composition C7H12F3N2 at a distorted geometry.

Properties
Frontier orbital gap: 9.80 eV
Relative energy (zero: lowest compared OMol25 entry of this formula, charge and spin): 47.7 kcal/mol
Maximum force: 6.20 eV/Å
Total charge: +1
LUMO: -0.149 Eh

```
24
Properties=species:S:1:pos:R:3:nbo_charge:R:1
C -0.381 -1.919 0.055 0.539
C 0.139 0.723 1.532 -0.473
C -0.553 0.241 0.311 0.063
C 0.731 1.007 0.083 -0.048
C 2.113 0.294 -0.100 -0.605
C 0.707 2.364 -0.664 -0.618
C -2.053 0.549 -0.087 0.950
N -0.512 -2.896 0.893 -0.750
N -0.502 -2.004 -1.253 -0.767
F -2.844 -0.386 0.426 -0.306
F -2.400 1.673 0.469 -0.288
F -2.241 0.625 -1.396 -0.306
H -0.420 1.472 2.178 0.263
H 0.870 0.142 2.054 0.248
H 2.346 0.203 -1.230 0.232
H 2.184 -0.696 0.400 0.216
H 2.798 1.040 0.334 0.244
H 1.448 3.123 -0.232 0.246
H -0.218 2.817 -0.859 0.233
H 1.095 2.056 -1.642 0.223
H -0.416 -2.585 1.899 0.456
H -0.351 -3.759 0.477 0.419
H -0.706 -1.287 -1.917 0.431
H -0.836 -2.798 -1.731 0.397
```

=====

The following is a DFT calculation (ωB97M-V with the def2-TZVPD basis set) of a molecular structure, C24H27N9OS3Tl at a distorted geometry.

Properties
Frontier orbital gap: 7.53 eV
Relative energy (zero: lowest compared OMol25 entry of this formula, charge and spin): 4.4 kcal/mol
Maximum force: 2.55 eV/Å
Total charge: +1
LUMO: -0.122 Eh

```
65
Properties=species:S:1:pos:R:3:mulliken_charge:R:1
Tl -13.187 11.456 2.293 1.762
C -15.464 16.120 5.243 -0.824
S -14.684 14.589 5.747 -0.004
C -14.514 13.671 4.299 0.479
S -13.946 12.073 4.541 -0.493
N -14.895 14.187 3.167 -0.938
N -14.703 13.384 2.084 0.361
C -15.511 13.462 1.103 -0.778
C -15.360 12.633 -0.078 1.013
C -16.150 12.827 -1.183 -0.998
C -15.944 11.997 -2.289 -0.308
C -15.006 10.982 -2.230 -0.910
C -14.282 10.823 -1.026 -0.001
N -14.488 11.606 0.024 -0.015
H -15.357 16.835 6.068 0.354
H -16.494 15.957 5.041 0.291
H -14.998 16.563 4.372 0.252
H -16.311 14.248 1.104 0.333
H -16.811 13.653 -1.231 0.466
H -16.481 12.095 -3.222 0.423
H -14.785 10.335 -3.065 0.433
H -13.510 10.051 -0.928 0.388
C -9.115 6.696 3.365 -1.212
C -10.638 6.758 3.296 -0.096
N -11.181 7.624 2.222 -0.055
C -11.201 8.944 2.250 0.211
S -11.975 9.753 0.863 -0.492
N -10.744 9.586 3.273 -1.045
N -10.938 10.956 3.208 0.593
C -10.022 11.758 3.582 0.294
C -8.718 11.326 4.204 -1.450
C -10.339 13.205 3.407 0.500
C -9.583 14.236 3.929 -0.516
C -9.939 15.559 3.769 -0.487
C -11.061 15.852 3.019 -0.864
C -11.844 14.793 2.538 -0.084
N -11.509 13.521 2.731 -0.042
H -8.788 5.990 4.110 0.407
H -8.802 7.677 3.679 0.167
H -8.545 6.447 2.475 0.339
H -11.056 7.042 4.244 -0.010
H -11.063 5.781 3.093 0.519
H -11.478 7.179 1.311 0.275
H -8.510 10.278 3.995 0.155
H -8.636 11.509 5.279 0.327
H -7.910 11.894 3.749 0.439
H -8.821 13.968 4.628 0.383
H -9.380 16.310 4.271 0.465
H -11.389 16.860 2.841 0.441
H -12.791 15.031 2.036 0.445
N -12.955 7.428 6.820 -0.316
C -13.224 6.678 5.673 0.056
O -12.887 5.539 5.496 -0.576
C -13.997 7.366 4.597 0.404
C -14.951 6.700 3.912 -0.375
C -15.611 7.352 2.878 -0.944
C -15.269 8.630 2.559 -0.406
N -14.297 9.269 3.245 0.224
C -13.691 8.661 4.249 -0.233
H -12.547 6.985 7.616 0.236
H -13.311 8.357 6.922 0.189
H -15.229 5.706 4.207 0.525
H -16.458 6.855 2.442 0.429
H -15.812 9.158 1.777 0.440
H -12.912 9.138 4.803 0.453
```

=====

The following is a DFT calculation (ωB97M-V with the def2-TZVPD basis set) of 2 unconnected molecules or ions with the total composition C3ClN3S at a distorted geometry.

Properties
Frontier orbital gap (spin up / spin down): 8.08 / 8.09 eV
Relative energy (zero: lowest compared OMol25 entry of this formula, charge and spin): 59.7 kcal/mol
Maximum force: 5.10 eV/Å
SMILES string: N#CC#[N+][S-].N#CCl
Total charge: 0
LUMO (spin up / spin down): -0.043 / -0.043 Eh

```
8
Properties=species:S:1:pos:R:3:nbo_charge:R:1
N -1.187 -1.860 -0.437 -0.238
C -0.174 -1.255 -0.314 0.162
C 1.013 -0.684 -0.102 0.177
N 1.875 0.154 -0.053 -0.346
S 3.236 0.821 0.065 0.241
N -0.419 1.886 -0.682 -0.324
C -1.371 1.413 -0.248 0.144
Cl -2.786 0.802 0.228 0.184
```

=====

no.,total energy (eV)
1,-32888.608
2,-18576.757
3,-77977.932
4,-30934.931